{"formula": "C29H54F6N3O3", "method": "ωB97M-V/def2-TZVPD", "fmax_ev_per_a": 4.12, "charge": 1, "orbital_gap_ev": [6.720, 7.368], "homo_energy_ha": [-0.377, -0.401], "s2": 2.01, "multiplicity": 3, "symbols": ["C", "C", "C", "C", "C", "C", "C", "C", "F", "F", "F", "N", "C", "C", "O", "C", "F", "F", "F", "H", "H", "H", "H", "H", "H", "H", "H", "H", "H", "H", "H", "H", "H", "H", "H", "H", "H", "C", "C", "C", "C", "C", "C", "N", "O", "C", "C", "C", "H", "H", "H", "H", "H", "H", "H", "H", "H", "H", "H", "H", "H", "H", "H", "H", "H", "H", "C", "C", "C", "C", "C", "C", "N", "O", "C", "C", "C", "H", "H", "H", "H", "H", "H", "H", "H", "H", "H", "H", "H", "H", "H", "H", "H", "H", "H"], "xyz": [[-3.493932, 2.990511, -3.304568], [-2.190646, 3.257699, -4.216059], [-1.359196, 4.550705, -3.780561], [0.087045, 4.211305, -3.138168], [-0.193438, 3.317266, -1.848748], [-0.326623, 4.382042, -0.604573], [-0.015449, 3.389043, 0.608211], [-0.108209, 3.889458, 2.105549], [0.742141, 3.189590, 2.980552], [-1.417722, 3.625932, 2.552877], [0.087084, 5.270945, 2.204701], [1.249839, 2.727950, 0.135289], [0.932346, 2.322080, -1.277052], [2.161241, 1.847562, -2.182397], [1.949189, 0.459421, -2.509829], [1.525674, 0.255929, -3.826906], [0.673819, -0.868915, -3.793560], [2.610666, -0.126897, -4.619128], [0.777135, 1.284798, -4.380264], [-4.228951, 3.850741, -3.371159], [-4.041542, 2.042623, -3.635280], [-3.239837, 2.841133, -2.203349], [-1.553827, 2.323684, -4.120797], [-2.480843, 3.351750, -5.310178], [-1.962967, 5.056477, -2.944521], [-1.265893, 5.306653, -4.631680], [0.812926, 3.768535, -3.885103], [0.499183, 5.231644, -2.808735], [-1.158306, 2.734936, -1.752916], [-1.349596, 4.857872, -0.687502], [0.539382, 5.118871, -0.614057], [-0.814636, 2.582901, 0.473064], [1.687344, 2.001972, 0.724681], [1.917300, 3.509213, -0.001967], [0.331648, 1.351359, -1.134860], [2.409827, 2.524926, -3.051995], [3.087175, 1.870763, -1.498847], [0.853201, -6.436464, -3.365836], [0.936818, -6.462098, -4.915427], [2.247618, -7.136218, -5.380007], [3.476473, -6.256221, -5.219804], [3.260619, -4.928267, -5.934652], [1.987769, -4.198574, -5.465654], [0.773601, -5.078543, -5.459395], [0.356489, -5.193785, -6.739818], [2.243872, -3.619012, -4.052152], [1.798474, -2.937508, -6.344161], [-0.218754, -7.417853, -5.315198], [1.487610, -7.206738, -2.919343], [1.135676, -5.490689, -2.913358], [-0.168844, -6.613347, -3.018130], [2.163698, -7.417189, -6.436543], [2.402697, -8.073532, -4.835853], [3.700865, -6.101939, -4.159299], [4.347412, -6.762764, -5.647448], [4.139216, -4.291748, -5.780015], [3.209373, -5.115199, -7.014000], [1.323059, -3.224547, -3.614718], [2.959151, -2.792316, -4.090978], [2.680541, -4.340943, -3.361164], [1.738487, -3.174434, -7.408436], [2.645746, -2.256088, -6.230723], [0.894616, -2.391202, -6.059677], [-1.193813, -6.982096, -5.079343], [-0.137206, -8.362061, -4.769599], [-0.208055, -7.669509, -6.378463], [-1.965703, 3.425920, 8.678776], [-2.285709, 1.915722, 8.517571], [-1.165720, 1.051162, 9.139196], [0.095147, 0.985363, 8.293148], [-0.247803, 0.508956, 6.887253], [-1.328043, 1.374420, 6.211190], [-2.531239, 1.595772, 7.077208], [-3.268432, 0.463723, 7.033634], [-0.694191, 2.727951, 5.807736], [-1.690300, 0.727027, 4.851628], [-3.540589, 1.723906, 9.410345], [-1.267249, 3.600010, 9.501511], [-1.540512, 3.894874, 7.796604], [-2.869259, 4.005218, 8.889558], [-1.530002, 0.027978, 9.289914], [-0.911047, 1.424552, 10.136260], [0.591376, 1.961020, 8.269492], [0.806400, 0.290105, 8.750012], [0.664525, 0.501078, 6.279629], [-0.583015, -0.533774, 6.942282], [-1.455873, 3.433374, 5.462182], [0.015522, 2.598198, 4.989365], [-0.121119, 3.194138, 6.609692], [-2.032137, -0.304711, 4.957240], [-0.816437, 0.693250, 4.193973], [-2.468923, 1.298845, 4.337968], [-4.404502, 2.254233, 8.999870], [-3.356774, 2.117121, 10.413979], [-3.814155, 0.672978, 9.531813]], "atomic_forces_ev_per_a": [[0.00, -0.05, -0.42], [-0.29, -0.30, 0.31], [-0.11, -0.17, 0.50], [-1.21, 0.47, -0.17], [0.99, 1.86, 2.05], [0.94, -1.26, -0.17], [-2.66, -0.45, -0.39], [-1.12, 0.33, 1.21], [-1.23, 1.68, -2.20], [2.75, 0.67, -1.06], [0.00, -3.05, -0.06], [0.85, 2.07, -0.53], [-1.92, -2.76, -2.04], [1.00, 0.94, 2.02], [-0.56, 1.40, -2.18], [-0.67, -2.96, -0.28], [1.68, 2.55, -0.07], [-2.35, 1.60, 1.29], [1.95, -1.62, 0.95], [0.89, -0.96, 0.07], [0.81, 1.33, 0.35], [-0.17, 0.27, -1.34], [-0.55, 1.11, -0.28], [0.23, -0.20, 1.42], [0.86, -0.46, -1.21], [-0.01, -1.12, 1.20], [-1.07, 0.32, 0.84], [-0.28, -1.62, -0.40], [1.08, 0.77, -1.08], [1.38, -0.44, 0.76], [-1.34, -0.49, -0.21], [1.05, 0.90, 0.82], [-0.47, 0.25, -0.18], [0.15, -0.49, 0.65], [1.15, 1.21, -0.15], [-0.63, -0.95, 0.87], [-1.15, -0.19, -1.10], [0.08, 0.31, 0.33], [-0.50, -1.37, 1.58], [0.24, 0.22, -0.26], [0.03, -0.01, -0.02], [-0.01, -0.40, -0.09], [0.94, 1.67, 0.97], [0.45, -1.14, -3.91], [0.06, 0.53, 2.12], [0.05, -0.23, 0.34], [-0.47, -0.44, -0.42], [-0.05, 0.52, -0.67], [-0.07, 0.00, -0.12], [0.14, 0.00, -0.11], [0.07, -0.05, -0.20], [-0.17, 0.15, 0.04], [-0.29, 0.12, 0.05], [-0.03, 0.04, -0.02], [-0.06, 0.04, 0.07], [-0.26, 0.16, 0.04], [-0.18, 0.04, 0.08], [0.05, -0.16, -0.06], [-0.07, -0.10, -0.25], [-0.12, -0.02, -0.04], [-0.16, -0.11, 0.16], [0.01, -0.26, 0.22], [0.02, -0.12, -0.04], [0.13, 0.03, -0.03], [0.21, 0.23, 0.15], [0.03, 0.19, 0.10], [0.18, 0.32, -0.27], [-0.12, 1.52, 1.57], [0.16, -0.30, -0.26], [0.03, -0.02, 0.01], [-0.06, -0.14, 0.37], [1.21, 0.90, -1.48], [-0.63, -4.02, 0.64], [0.64, 2.07, -0.30], [0.11, 0.26, 0.28], [-0.63, -0.31, 0.38], [-0.21, -0.58, -0.60], [-0.10, -0.10, -0.01], [0.10, -0.13, -0.01], [0.02, -0.21, 0.02], [-0.14, 0.10, -0.14], [-0.26, 0.14, -0.12], [-0.04, -0.01, -0.04], [-0.04, 0.09, -0.04], [-0.22, 0.12, -0.16], [-0.15, 0.13, -0.03], [0.00, -0.07, 0.11], [-0.17, -0.27, 0.18], [-0.15, 0.01, 0.02], [-0.12, 0.18, 0.12], [0.10, 0.18, 0.27], [0.00, -0.05, 0.11], [0.12, -0.06, -0.03], [0.25, 0.12, -0.21], [0.06, 0.11, -0.18]], "lowdin_spin": [0.000, 0.000, 0.000, 0.000, 0.000, 0.000, 0.000, 0.000, 0.000, 0.000, 0.000, 0.000, 0.000, 0.000, 0.000, 0.000, 0.000, 0.000, 0.000, 0.000, 0.000, 0.000, 0.000, 0.000, 0.000, 0.000, 0.000, 0.000, 0.000, 0.000, 0.000, 0.000, 0.000, 0.000, 0.000, 0.000, 0.000, 0.001, 0.024, 0.014, 0.001, 0.012, 0.024, 0.322, 0.595, 0.002, -0.001, -0.001, 0.000, 0.001, 0.000, 0.002, 0.001, 0.000, 0.001, 0.001, 0.002, 0.001, 0.000, 0.000, -0.001, 0.000, 0.000, 0.000, 0.000, -0.001, 0.001, 0.024, 0.014, 0.001, 0.012, 0.024, 0.322, 0.595, 0.002, -0.001, -0.001, 0.000, 0.001, 0.000, 0.002, 0.001, 0.000, 0.001, 0.001, 0.002, 0.001, 0.000, 0.000, -0.001, 0.000, 0.000, 0.000, 0.000, -0.001]}